Formula: C26H33F5N3PPdSSi
Source: the Open Molecules 2025 dataset
Level of theory: ωB97M-V/def2-TZVPD

Relative energy (zero: lowest compared OMol25 entry of this formula, charge and spin)   88.27 kJ/mol
Gap between HOMO and LUMO   6.77 eV

```
! RIJCOSX wB97M-V def2-TZVPD def2/J DEFGRID3
* xyz 0 1
Pd -0.49568 0.24900 0.18820
C 4.95520 0.40021 -1.19067
N 3.62301 -0.14165 -1.68903
C 3.55899 -1.65330 -1.37615
N 3.79385 -1.88837 0.00369
C 5.05428 -1.30650 0.43389
N 5.12393 0.13646 0.19689
C 4.16730 0.88118 1.03621
P 2.38792 0.41135 0.76387
C 2.47337 0.60727 -1.06709
C 2.66947 -1.42745 0.83381
H 4.96046 1.47046 -1.40085
H 5.73026 -0.10317 -1.77228
H 3.56077 -0.02638 -2.70090
H 4.33980 -2.10645 -1.99068
H 2.56394 -1.98426 -1.68303
H 5.87564 -1.78633 -0.10385
H 5.17879 -1.48781 1.50053
H 4.27309 1.94876 0.82649
H 4.43582 0.73502 2.08299
H 2.57750 1.66640 -1.31594
H 1.55442 0.24025 -1.52218
H 1.75930 -1.92320 0.50684
H 2.85145 -1.71456 1.87156
C -1.92109 5.40935 -0.27761
C -0.51566 4.93307 0.10938
C 0.50381 5.49297 -0.88990
C -0.17961 5.43395 1.51923
C -0.46942 3.45742 0.08521
C -0.39110 2.24767 -0.02961
H -1.97142 6.50007 -0.25223
H -2.66630 5.01378 0.41409
H -2.18042 5.07238 -1.28186
H 0.46166 6.58477 -0.90506
H 0.29798 5.12316 -1.89455
H 1.51514 5.19132 -0.61342
H -0.26309 6.52234 1.56555
H 0.83649 5.15071 1.79619
H -0.86065 5.00142 2.25248
C -3.18125 1.42780 1.84294
Si -2.69822 0.63887 0.23079
C -3.30916 1.67556 -1.18669
C -3.44937 -1.07459 0.11823
C -3.48319 -1.76991 -1.09563
C -3.99529 -3.05521 -1.17542
C -4.48268 -3.68130 -0.03528
C -4.46658 -3.01226 1.17837
C -3.95281 -1.72250 1.24929
H -4.26589 1.57665 1.84311
H -2.68940 2.39613 1.93629
H -2.91663 0.83347 2.71786
H -4.39894 1.76627 -1.15016
H -3.03219 1.23201 -2.14459
H -2.85908 2.66304 -1.13501
H -3.08614 -1.30889 -1.99025
H -4.00565 -3.57312 -2.12623
H -4.87263 -4.68972 -0.09414
H -4.84789 -3.49440 2.06949
H -3.94281 -1.22072 2.20880
F -0.80186 -6.90666 1.52892
C -0.62477 -5.74037 0.90264
C -0.80162 -4.54437 1.57195
F -1.14325 -4.54684 2.86341
C -0.61154 -3.34430 0.90475
F -0.74990 -2.23098 1.65715
C -0.26984 -3.26900 -0.44294
S -0.15565 -1.74893 -1.33475
C -0.07278 -4.49754 -1.06786
F 0.29928 -4.54179 -2.35765
C -0.24806 -5.71127 -0.42974
F -0.05339 -6.85643 -1.08790
*
```

Formula: C26H33N3O4
Source: the Open Molecules 2025 dataset
Level of theory: ωB97M-V/def2-TZVPD

Relative energy (zero: lowest compared OMol25 entry of this formula, charge and spin)   674.95 kJ/mol
Gap between HOMO and LUMO   3.35 eV

```
! RIJCOSX wB97M-V def2-TZVPD def2/J DEFGRID3
* xyz 0 1
C 6.84691 2.52875 2.17199
C 5.83749 1.38297 2.23459
N 5.09270 1.36024 0.98906
C 3.84751 0.68243 1.01990
C 3.72038 -0.65416 0.57472
C 2.47378 -1.26049 0.58723
C 1.28363 -0.53187 0.93203
C 0.00927 -1.15666 0.84204
C -1.27210 -0.53737 0.82365
C -1.49766 0.81436 0.39725
C -2.77627 1.35390 0.36438
C -3.88447 0.58104 0.78156
N -5.19534 1.12749 0.84333
C -5.50405 1.71834 2.13978
C -6.93948 2.23435 2.18039
O -7.22721 3.02145 1.02240
C -7.06421 2.28737 -0.19378
C -5.62011 1.82276 -0.36162
C -3.69951 -0.76320 1.17303
C -2.43145 -1.31336 1.16598
C 1.46082 0.80384 1.42452
C 2.71686 1.38322 1.49612
C 5.92714 1.18239 -0.18903
C 6.89020 2.36869 -0.21935
O 7.65138 2.45022 0.99066
H 6.29434 3.49314 2.21063
H 7.57351 2.46377 3.00168
H 6.38042 0.43205 2.38769
H 5.14171 1.54713 3.06742
H 4.61846 -1.19726 0.24439
H 2.38988 -2.31676 0.31859
H 0.01020 -2.24157 0.83743
H -0.65765 1.42703 0.07067
H -2.95460 2.39014 0.05162
H -5.37338 0.93191 2.89895
H -4.82456 2.55649 2.38469
H -7.62599 1.36298 2.26985
H -7.06844 2.93436 3.02490
H -7.72239 1.38946 -0.22087
H -7.33785 3.00985 -0.98294
H -4.97297 2.68098 -0.60771
H -5.56868 1.10183 -1.19276
H -4.59096 -1.33186 1.46413
H -2.30604 -2.36654 1.43913
H 0.60177 1.37452 1.78132
H 2.88089 2.40427 1.85927
H 6.48277 0.23120 -0.14687
H 5.29578 1.20733 -1.08668
H 7.64754 2.25281 -1.01437
H 6.29794 3.29834 -0.37379
O -1.60175 -2.20134 -4.66073
C -2.21405 -2.20364 -3.63683
C -0.88880 -3.23881 -2.39738
C -0.32370 -4.40705 -3.18462
C 1.19209 -4.20857 -3.09165
C 1.40828 -2.74775 -2.62214
N 0.09141 -2.34770 -2.13854
O -3.04350 -1.96539 -2.80137
H -1.71701 -3.45680 -1.68947
H -0.66477 -5.36079 -2.78044
H -0.63743 -4.37063 -4.23513
H 1.59765 -4.89772 -2.34101
H 1.71639 -4.39361 -4.03546
H 2.16164 -2.67423 -1.82539
H 1.74137 -2.11967 -3.46591
H -0.07574 -1.32855 -1.97117
*
```

Formula: C26H33N3O4Ti
Source: the Open Molecules 2025 dataset
Level of theory: ωB97M-V/def2-TZVPD

Relative energy (zero: lowest compared OMol25 entry of this formula, charge and spin)   0.00 kJ/mol
Expectation value of S²   2.032
Gap between HOMO and LUMO (alpha / beta)   4.49 / 5.55 eV

```
! RIJCOSX wB97M-V def2-TZVPD def2/J DEFGRID3
* xyz -2 3
Ti -0.21678 -0.38430 0.25737
C -3.58543 -2.98690 1.78490
C -4.50732 -2.49359 0.87035
C -4.07065 -1.71274 -0.18781
C -2.70738 -1.40224 -0.32093
C -1.75555 -1.79797 0.66286
C -2.24127 -2.62097 1.67326
C -2.15719 -0.76317 -1.50541
C -2.92915 -0.13369 -2.48574
C -2.39293 0.17320 -3.71193
C -1.03713 -0.19928 -3.98979
C -0.46366 -0.05736 -5.25512
C 0.86428 -0.39039 -5.48237
C 1.63407 -0.86193 -4.42562
C 1.08859 -1.03005 -3.16658
C -0.25978 -0.72439 -2.91674
N -0.79321 -0.96122 -1.68501
H -3.91106 -3.63867 2.58989
H -5.56112 -2.73405 0.96972
H -4.79371 -1.36895 -0.92183
H -1.56369 -3.00246 2.43186
H -3.96217 0.11285 -2.27014
H -2.96889 0.67768 -4.47944
H -1.07605 0.33429 -6.06192
H 1.29901 -0.25970 -6.46698
H 2.68152 -1.08983 -4.58975
H 1.69010 -1.38715 -2.33969
C 4.20131 0.91299 -0.30267
C 3.07101 1.94000 -0.15134
C 3.60895 3.34264 -0.39707
O 2.55038 1.92706 1.15238
C 1.99530 1.59930 -1.25042
O 2.28437 1.94135 -2.39982
O 0.89058 1.06169 -0.89842
H 5.01359 1.13459 0.39576
H 4.58304 0.92497 -1.32639
H 3.81338 -0.08053 -0.07935
H 4.50735 3.51836 0.20177
H 2.84883 4.07360 -0.11431
H 3.83946 3.46196 -1.45479
H 2.12418 1.04173 1.28256
C -1.25339 3.50865 -0.08387
N -2.11312 2.96894 0.96263
C -2.15311 1.55616 1.05696
N -3.33331 1.09141 1.72720
O -1.00652 0.93419 1.25967
H -1.01107 4.54935 0.14810
H -1.70984 3.46418 -1.08228
H -0.33177 2.93244 -0.11123
H -3.05420 3.32259 0.92288
H -3.80362 0.41054 1.14657
H -3.03980 0.56130 2.54845
C 1.30972 -2.84032 3.20650
C 1.30839 -1.32623 2.90185
C 0.17527 -0.66820 3.70114
C 2.63418 -0.75975 3.45374
C 1.19663 -1.11442 1.39273
H 1.23248 -3.03422 4.28452
H 2.23432 -3.29778 2.84172
H 0.47039 -3.31594 2.69848
H 0.34231 -0.79486 4.77797
H -0.78501 -1.11209 3.43987
H 0.13158 0.39545 3.47197
H 2.73422 -0.99505 4.52226
H 2.66909 0.32185 3.32732
H 3.48998 -1.19044 2.92556
H 2.03102 -1.66446 0.92402
*
```

Formula: C26H33N5O5
Source: the Open Molecules 2025 dataset
Level of theory: ωB97M-V/def2-TZVPD

Relative energy (zero: lowest compared OMol25 entry of this formula, charge and spin)   180.43 kJ/mol
Gap between HOMO and LUMO   8.68 eV
SMILES   COCCN(C(=O)Cn1nnc2ccccc21)[C@@H](C(=O)NC1CCCC1)c1cc(OC)ccc1OC

```
! RIJCOSX wB97M-V def2-TZVPD def2/J DEFGRID3
* xyz 0 1
C -0.54651 -4.60558 3.54353
H 0.32729 -4.24545 4.09893
O -0.90772 -3.70451 2.52848
C 0.12145 -3.49239 1.58703
C -0.31028 -2.38105 0.62429
N -0.39917 -1.10081 1.29108
C -1.49347 -0.66377 1.94966
O -1.47793 0.31389 2.67205
C -2.81444 -1.39908 1.68332
N -3.26004 -1.12775 0.34884
C -3.59545 0.07568 -0.18849
C -3.61774 1.37853 0.29722
C -4.02143 2.34962 -0.58922
C -4.39731 2.04615 -1.90867
C -4.36789 0.76245 -2.39919
C -3.94926 -0.24115 -1.52366
N -3.77749 -1.58322 -1.68392
N -3.37467 -2.07712 -0.58511
H -4.64784 0.52680 -3.41308
H -4.71316 2.85385 -2.55291
H -4.05191 3.37958 -0.26615
H -3.31427 1.60792 1.30615
H -2.71013 -2.47549 1.81821
H -3.54426 -1.00579 2.39842
C 0.81565 -0.33149 1.57792
C 0.66076 1.10798 1.13199
C 1.09662 2.11309 1.97118
C 0.96087 3.46137 1.63977
C 0.35360 3.79508 0.43916
C -0.07983 2.79474 -0.41834
C 0.07506 1.45836 -0.09607
O -0.29267 0.42340 -0.93444
C -0.78415 0.73827 -2.21529
H -0.03091 1.26354 -2.81350
H -1.69279 1.34247 -2.16660
H -1.02161 -0.21742 -2.68191
H -0.54685 3.08428 -1.34602
H 0.20635 4.82235 0.14715
O 1.44597 4.34936 2.54979
C 1.29583 5.72341 2.29011
H 1.73451 6.23449 3.14554
H 1.82710 6.02229 1.38018
H 0.24106 6.00373 2.20411
H 1.54464 1.86813 2.92039
H 0.95378 -0.32017 2.66798
C 2.09989 -0.95334 1.00016
O 2.90577 -1.51346 1.71438
N 2.25382 -0.78783 -0.32127
H 1.50807 -0.35255 -0.84536
C 3.42354 -1.21636 -1.05625
H 4.10594 -1.63681 -0.31450
C 3.04624 -2.23421 -2.14176
C 2.70333 -1.36696 -3.34861
C 3.79079 -0.29405 -3.31515
H 3.49972 0.60839 -3.85055
H 4.69719 -0.68280 -3.78036
C 4.03954 -0.02660 -1.82245
H 5.10264 0.06690 -1.60982
H 3.55727 0.89726 -1.50058
H 2.70193 -1.92830 -4.28137
H 1.71767 -0.91668 -3.22038
H 2.22624 -2.87893 -1.82807
H 3.90948 -2.86016 -2.36845
H 0.42105 -2.31115 -0.18079
H -1.27074 -2.64275 0.17992
H 1.05148 -3.20905 2.09945
H 0.30931 -4.41559 1.01690
H -0.31906 -5.59617 3.13130
H -1.40052 -4.67736 4.21369
*
```

Formula: C26H33N7
Source: the Open Molecules 2025 dataset
Level of theory: ωB97M-V/def2-TZVPD

Relative energy (zero: lowest compared OMol25 entry of this formula, charge and spin)   0.73 kJ/mol
Gap between HOMO and LUMO   8.18 eV
SMILES   CC(C)n1cnc2c(N(C)c3ccccc3)nc(N(CCN(C)C)Cc3ccccc3)nc21

```
! RIJCOSX wB97M-V def2-TZVPD def2/J DEFGRID3
* xyz 0 1
C -3.41643 -1.52794 4.20279
H -3.85039 -0.99652 5.04541
H -3.92159 -1.20933 3.29380
H -3.58356 -2.59446 4.33830
C -1.92088 -1.22727 4.10962
N -1.35524 -1.86076 2.94041
C -0.91316 -1.21383 1.82493
N -0.90680 0.09697 1.61058
C -0.42271 0.41912 0.40391
N 0.02136 -0.44011 -0.51989
C 0.02623 -1.74994 -0.29578
N 0.53519 -2.55877 -1.26420
C 0.99830 -2.02403 -2.47745
C 0.21501 -1.12050 -3.19278
C 0.67508 -0.58663 -4.38061
C 1.91082 -0.95805 -4.88480
C 2.67959 -1.87764 -4.19369
C 2.23062 -2.40993 -2.99861
H 2.84882 -3.11394 -2.46294
H 3.64126 -2.17989 -4.58233
H 2.26844 -0.53834 -5.81294
H 0.06064 0.11725 -4.92300
H -0.75514 -0.84730 -2.81029
C 0.82775 -3.94229 -0.96159
H 0.09022 -4.31592 -0.25385
H 0.78600 -4.52425 -1.88167
H 1.81814 -4.05585 -0.50914
C -0.46870 -2.21161 0.93971
N -0.64888 -3.44231 1.52953
C -1.17047 -3.19202 2.69007
H -1.43598 -3.95424 3.39567
N -0.40707 1.72837 0.06538
C -0.71480 2.74399 1.04203
H -0.79339 2.25053 2.01045
H 0.11260 3.46233 1.08092
C -2.01639 3.52761 0.75085
N -3.26969 2.80774 0.78724
C -3.52424 2.13758 2.04536
H -2.89246 1.25055 2.18882
H -3.35274 2.83579 2.86353
H -4.56999 1.82862 2.06656
C -3.49805 1.92470 -0.33696
H -3.26558 2.44818 -1.26276
H -2.90799 1.00032 -0.29556
H -4.55541 1.65443 -0.35051
H -2.08136 4.32407 1.50038
H -1.94553 4.00297 -0.23118
C 0.14899 2.15309 -1.20557
C 1.62258 2.45247 -1.09710
C 2.54567 1.41631 -1.17300
C 3.89753 1.67165 -1.03443
C 4.34341 2.96520 -0.81680
C 3.43108 4.00294 -0.74360
C 2.07742 3.74716 -0.88399
H 1.37105 4.56518 -0.83881
H 3.77349 5.01454 -0.57889
H 5.39967 3.16457 -0.70852
H 4.60726 0.85964 -1.09945
H 2.18900 0.41196 -1.34230
H -0.00678 1.34337 -1.91895
H -0.39457 3.04309 -1.53369
C -1.17905 -1.66327 5.37112
H -1.33896 -2.72101 5.56717
H -1.53969 -1.09571 6.22479
H -0.11125 -1.48717 5.26221
H -1.77518 -0.15226 3.95279
*
```

Formula: C26H34ClMgO2
Source: the Open Molecules 2025 dataset
Level of theory: ωB97M-V/def2-TZVPD

Relative energy (zero: lowest compared OMol25 entry of this formula, charge and spin)   167.13 kJ/mol
Gap between HOMO and LUMO   4.84 eV

```
! RIJCOSX wB97M-V def2-TZVPD def2/J DEFGRID3
* xyz -1 1
O -0.07803 1.49550 -1.63805
C 1.03463 2.06116 -2.40596
C 0.04214 2.86374 -3.23091
H 1.54412 1.29005 -2.97975
H 1.71522 2.60137 -1.74408
C -1.02131 2.45746 -2.14497
H -0.13481 2.33279 -4.19008
H 0.15730 3.92417 -3.36287
C -2.30292 1.86419 -2.69466
H -2.11908 1.03326 -3.38391
H -2.84807 2.62728 -3.26987
H -2.96127 1.57927 -1.86393
C -1.30530 3.45288 -1.04109
H -0.44215 3.59398 -0.39500
H -2.11811 3.04975 -0.42634
H -1.60356 4.40806 -1.46476
Mg 0.60948 -0.49298 0.78202
C 0.72999 2.02482 2.98142
C 1.72746 1.16706 2.51203
C 2.05138 1.53940 1.18191
H 2.31668 0.47749 3.12283
C 1.46775 2.84339 0.96924
C 0.55745 3.07172 2.04900
H -0.11445 3.90358 2.12621
H 0.23028 1.96236 3.94000
H 2.83812 1.09906 0.55667
H 1.77484 3.57445 0.23061
C -0.99538 -0.26258 2.59545
C -1.65943 0.93018 2.23690
C -2.30968 0.71960 1.01202
H -1.74523 1.82542 2.85269
C -2.11225 -0.61965 0.62220
C -1.34348 -1.26591 1.63075
H -1.20879 -2.32945 1.77872
H -0.37735 -0.42514 3.46440
H -2.97066 1.44638 0.54353
H -2.59144 -1.11658 -0.21308
O 0.16495 -0.87548 -3.50530
C -0.50363 -0.50749 -4.75986
C 0.23583 -1.04948 -6.00752
H -0.57080 0.59892 -4.76807
H -1.54573 -0.92220 -4.82134
C 1.23958 -2.04607 -5.40973
H 0.73425 -0.24602 -6.57025
H -0.47983 -1.55047 -6.67746
C 1.00744 -2.00224 -3.86932
H 2.27082 -1.73905 -5.61052
H 1.10789 -3.04571 -5.83489
H 1.95803 -1.83794 -3.33778
H 0.54840 -2.95343 -3.53031
Cl 1.42023 -0.35724 5.33428
C 0.89957 -1.97253 5.11166
C 0.44185 -2.65996 6.23406
C -0.02386 -3.97159 6.09750
C -0.05975 -4.57170 4.83710
C 0.37222 -3.87618 3.70508
C 0.94183 -2.56944 3.81027
C 1.50270 -1.92174 2.66586
H 0.45357 -2.16004 7.19499
H -0.35711 -4.51809 6.98425
H -0.42976 -5.59587 4.72865
H 0.32109 -4.34555 2.71938
H 1.41775 -2.49269 1.72456
H 2.49845 -1.51825 2.81545
*
```

Formula: C26H34ClO2W
Source: the Open Molecules 2025 dataset
Level of theory: ωB97M-V/def2-TZVPD

Relative energy (zero: lowest compared OMol25 entry of this formula, charge and spin)   15.98 kJ/mol
Expectation value of S²   2.025
Gap between HOMO and LUMO (alpha / beta)   6.19 / 6.44 eV

```
! RIJCOSX wB97M-V def2-TZVPD def2/J DEFGRID3
* xyz 1 3
O -2.81188 1.74107 -2.97067
C -2.40255 1.58738 -4.38477
C -3.48156 2.50786 -4.94525
H -2.52802 0.52511 -4.66257
H -1.35534 1.90380 -4.57359
C -3.97920 2.49953 -3.48541
H -4.13651 2.08531 -5.71813
H -3.06193 3.46990 -5.27000
C -5.26186 1.73970 -3.30659
H -5.27224 0.83181 -3.91352
H -6.13429 2.33831 -3.59938
H -5.38798 1.48441 -2.24491
C -4.05355 3.85820 -2.83449
H -3.12871 4.41909 -2.95903
H -4.26077 3.73018 -1.77219
H -4.87607 4.43720 -3.25261
W -0.87936 0.84559 -0.89170
C 0.50759 2.53015 -0.03376
C 1.21801 1.46072 -0.67014
C 0.80524 1.43776 -2.06005
H 1.99003 0.83549 -0.21315
C -0.17929 2.48339 -2.24646
C -0.40459 3.09246 -0.97426
H -1.03703 3.96262 -0.81328
H 0.70035 2.90963 0.96258
H 1.19918 0.78686 -2.82434
H -0.51044 2.91206 -3.18799
C -0.88922 0.35071 1.51379
C -1.87249 1.27083 0.96008
C -2.82895 0.47208 0.19856
H -1.98651 2.31818 1.20415
C -2.53153 -0.91387 0.47722
C -1.39147 -0.97078 1.30616
H -0.96908 -1.87339 1.76657
H -0.06849 0.63205 2.17607
H -3.70141 0.87920 -0.32441
H -3.13895 -1.75733 0.15742
O -4.67922 -1.38277 -4.30814
C -4.41606 -1.40667 -2.88518
C -2.90910 -1.49874 -2.65500
H -4.93196 -2.28164 -2.44643
H -4.78776 -0.49970 -2.38530
C -2.28359 -1.87207 -4.03666
H -2.69440 -2.22787 -1.88162
H -2.52312 -0.54128 -2.28051
C -3.47710 -1.79886 -5.01368
H -1.97196 -2.93953 -3.97500
H -1.39430 -1.26856 -4.33421
H -3.67225 -2.81127 -5.39178
H -3.32511 -1.15308 -5.87985
Cl 2.43613 -1.53016 -3.36031
C 2.57545 -1.69905 -1.65583
C 3.85336 -1.87388 -1.13044
C 4.02275 -2.29734 0.18771
C 2.90430 -2.45080 1.00921
C 1.63119 -2.21735 0.51053
C 1.41753 -1.76949 -0.81468
C 0.08720 -1.40132 -1.30599
H 4.71705 -1.70345 -1.76907
H 5.01955 -2.51994 0.56874
H 3.01708 -2.75665 2.04860
H 0.77096 -2.38577 1.14777
H -0.04297 -1.47556 -2.40993
H -0.69916 -1.97584 -0.78324
*
```

no.,E_tot (eV)
1,-77034.10886
2,-40152.83787
3,-63273.19965
4,-45184.99624
5,-37929.51354
6,-49571.54138
7,-45945.14118